{
  "formula": "C5H8",
  "method": "ωB97M-V with the def2-TZVPD basis set",
  "multiplicity": 1,
  "max_force_ev_per_a": 1.16,
  "lumo_energy_ev": 1.28,
  "relative_energy_kj_mol": 112.0,
  "elements": ["C", "C", "C", "C", "C", "H", "H", "H", "H", "H", "H", "H", "H"],
  "xyz": [[-1.855153, -0.763793, 0.893819], [-1.228290, -0.752156, -0.274142], [-0.169786, 0.234802, -0.624459], [1.170278, 0.140553, 0.090766], [2.063680, 1.097166, -0.122537], [-2.552648, -1.530249, 1.196604], [-1.619048, 0.021522, 1.598560], [-1.536303, -1.420966, -1.069831], [-0.011002, 0.190691, -1.709924], [-0.534042, 1.263400, -0.529644], [1.381103, -0.690424, 0.745728], [3.026717, 1.086137, 0.371897], [1.954108, 1.896109, -0.842360]],
  "atomic_forces_ev_per_a": [[0.36, 0.04, -0.07], [-0.55, -0.08, 0.14], [0.21, 0.48, -0.86], [-0.42, 0.80, -0.73], [0.79, -0.43, 0.33], [-0.23, 0.09, -0.15], [0.03, -0.09, 0.34], [0.17, -0.36, 0.17], [0.26, -0.27, 0.13], [-0.13, -0.10, 0.43], [-0.11, -0.07, 0.18], [0.03, -0.11, 0.05], [-0.42, 0.11, 0.03]],
  "lowdin_charge": [-0.001, -0.201, -0.241, -0.168, -0.022, 0.050, 0.062, 0.093, 0.110, 0.117, 0.097, 0.047, 0.059]
}

=====

{
  "formula": "C5H15N3",
  "method": "ωB97M-V with the def2-TZVPD basis set",
  "multiplicity": 2,
  "max_force_ev_per_a": 7.46,
  "lumo_energy_ev": [-13.75, -17.93],
  "s2": 0.808,
  "total_charge": 3,
  "relative_energy_kj_mol": 249.6,
  "elements": ["C", "C", "C", "C", "N", "C", "N", "N", "H", "H", "H", "H", "H", "H", "H", "H", "H", "H", "H", "H", "H", "H", "H"],
  "xyz": [[-0.677951, 1.901821, -1.733554], [-0.278995, 1.390185, -0.380915], [-1.118076, 0.275896, 0.190213], [-0.372716, -0.773553, 1.026034], [2.112242, -3.562132, 0.061357], [1.394069, -2.539952, 0.665532], [0.359082, -1.805191, 0.051801], [-0.457624, 2.620452, 0.539891], [0.197096, 2.237667, -2.333401], [-1.118297, 1.253459, -2.551645], [-1.568386, 2.645495, -1.735463], [0.810851, 1.112471, -0.382264], [-1.924975, 0.584099, 0.865381], [-1.667884, -0.234823, -0.723607], [-1.054214, -1.429875, 1.703590], [0.326643, -0.432109, 1.731598], [2.030789, -4.052028, -0.765997], [3.010615, -3.729724, 0.611261], [1.610691, -2.298255, 1.722084], [0.046591, -1.971254, -0.842636], [-1.385430, 3.052848, 0.247822], [0.270830, 3.317656, 0.469460], [-0.544961, 2.436854, 1.563448]],
  "atomic_forces_ev_per_a": [[-1.50, 0.70, -3.16], [0.89, 0.72, 0.44], [-1.56, -2.25, -1.03], [-1.33, -2.09, -2.25], [0.31, 4.70, 5.78], [-0.24, -1.74, -2.87], [2.18, 0.13, 6.80], [-1.58, -0.18, 0.70], [-0.55, 0.68, 0.84], [0.47, -0.53, 1.52], [1.79, -0.64, 0.31], [-0.93, 0.42, 0.14], [-0.08, 0.34, -0.35], [0.93, 0.77, 1.97], [0.52, 0.50, -1.33], [1.48, 0.63, 0.70], [-0.78, -1.20, -2.98], [-1.10, -0.52, -0.69], [0.23, -0.08, -0.68], [-1.04, -0.60, -3.12], [1.35, -0.19, 0.46], [0.41, 0.52, -0.48], [0.14, -0.11, -0.72]],
  "mulliken_spin": [0.004, 0.001, 0.022, -0.011, 0.511, -0.212, 0.632, 0.000, 0.003, 0.001, 0.000, -0.003, 0.000, -0.003, 0.079, 0.027, -0.011, -0.016, -0.003, -0.019, 0.000, 0.000, 0.000]
}

=====

Question: Which of these has the highest multiplicity?
Answer: C5H15N3

=====

Question: What is the formula in the first record?
Answer: C5H8